DFT (wB97M-V/def2-TZVPD) results for a molecular structure, C79H60BrCsF4N18O5S2Te at a distorted geometry.

Computed properties:
highest occupied orbital energy = -2.994 eV
M = 1822.005 Da
total charge = -2
calculated total energy = -230381.351 eV
relative energy (zero: lowest compared OMol25 entry of this formula, charge and spin) = 0.0 kcal per mole
LUMO = 0.0874 Eh

```
171
C79H60BrCsF4N18O5S2Te wB97M-V/def2-TZVPD
Cs -0.710 -1.470 0.528
C 3.287 4.764 3.747
C 1.853 4.316 4.012
N 1.543 3.029 3.402
C 1.215 2.896 2.103
S 0.623 1.216 1.701
N 1.185 3.913 1.308
N 0.813 3.587 0.023
C 0.507 4.562 -0.732
C 0.445 5.997 -0.300
C 0.232 4.215 -2.164
C 0.118 5.218 -3.125
C -0.040 4.864 -4.456
C -0.074 3.525 -4.791
C 0.006 2.593 -3.762
N 0.148 2.921 -2.485
H 3.491 5.707 4.260
H 3.438 4.906 2.676
H 3.997 4.015 4.102
H 1.157 5.047 3.601
H 1.664 4.225 5.081
H 1.627 2.185 3.940
H 0.582 6.059 0.775
H -0.517 6.439 -0.568
H 1.232 6.580 -0.786
H 0.167 6.261 -2.840
H -0.114 5.629 -5.219
H -0.153 3.199 -5.822
H -0.034 1.531 -3.967
C -4.740 0.287 1.878
O -4.541 0.366 0.472
C -5.603 0.694 -0.290
C -6.895 0.828 0.181
C -7.907 1.154 -0.716
Br -9.688 1.300 -0.063
C -7.656 1.370 -2.045
C -6.345 1.239 -2.522
C -5.318 0.886 -1.657
O -4.045 0.757 -2.104
C -6.102 1.506 -3.948
N -7.029 1.483 -4.872
C -6.380 1.838 -6.040
C -6.876 1.957 -7.337
C -6.001 2.330 -8.341
C -4.651 2.600 -8.069
C -4.139 2.485 -6.788
C -5.020 2.082 -5.787
N -4.874 1.858 -4.439
H -5.473 -0.483 2.132
H -5.060 1.249 2.280
H -3.777 0.015 2.301
H -7.122 0.696 1.228
H -8.442 1.633 -2.738
H -3.575 0.079 -1.548
H -7.922 1.760 -7.540
H -6.362 2.420 -9.359
H -3.998 2.911 -8.875
H -3.103 2.715 -6.576
H -4.031 1.871 -3.887
C 6.140 -4.687 1.688
C 4.913 -3.817 1.540
C 3.689 -4.181 2.063
C 2.546 -3.390 1.913
C 1.253 -3.892 2.393
O 0.177 -3.628 1.865
C 1.246 -4.786 3.606
C 0.339 -5.839 3.655
C 0.251 -6.637 4.786
C 1.055 -6.369 5.888
C 1.952 -5.309 5.851
C 2.052 -4.523 4.710
C 2.600 -2.105 1.250
O 1.587 -1.365 1.199
C 3.889 -1.752 0.676
C 4.970 -2.608 0.842
C 4.075 -0.505 -0.118
N 3.228 0.455 -0.074
C 3.372 1.650 -0.914
C 2.874 1.387 -2.344
Te 3.537 2.922 -3.697
C 4.450 1.631 -5.099
C 3.803 0.465 -5.505
C 4.403 -0.388 -6.423
C 5.652 -0.080 -6.950
C 6.291 1.090 -6.560
C 5.695 1.942 -5.637
C 5.320 -0.442 -0.976
C 6.382 0.384 -0.617
C 7.489 0.514 -1.445
C 7.545 -0.180 -2.647
C 6.500 -1.021 -3.003
C 5.398 -1.153 -2.170
H 5.907 -5.592 2.251
H 6.942 -4.162 2.214
H 6.536 -4.991 0.714
H 3.601 -5.135 2.573
H -0.304 -6.014 2.800
H -0.459 -7.455 4.815
H 0.977 -6.982 6.778
H 2.568 -5.088 6.714
H 2.742 -3.687 4.678
H 5.925 -2.319 0.419
H 4.394 2.023 -0.953
H 2.745 2.423 -0.468
H 1.789 1.315 -2.378
H 3.301 0.465 -2.736
H 2.828 0.221 -5.100
H 3.885 -1.287 -6.738
H 6.119 -0.745 -7.666
H 7.267 1.336 -6.964
H 6.208 2.844 -5.325
H 6.334 0.926 0.320
H 8.304 1.168 -1.156
H 8.397 -0.062 -3.306
H 6.534 -1.567 -3.939
H 4.584 -1.816 -2.449
N -0.555 -6.526 -4.671
C -0.432 -5.453 -5.465
S -0.406 -5.561 -7.111
C -0.286 -4.164 -4.731
C -0.869 -3.000 -5.207
C -0.740 -1.842 -4.458
N -0.047 -1.767 -3.318
C 0.533 -2.885 -2.888
C 0.430 -4.101 -3.543
H -0.743 -7.411 -5.109
H -0.785 -6.414 -3.696
H -1.423 -3.011 -6.135
H -1.214 -0.923 -4.789
H 1.111 -2.809 -1.973
H 0.925 -4.976 -3.141
F -2.683 5.453 5.452
C -1.992 4.470 6.049
C -1.629 4.660 7.364
F -2.016 5.809 7.937
C -0.881 3.734 8.111
C -0.551 2.589 7.367
C -0.916 2.409 6.055
F -0.508 1.275 5.448
C -1.654 3.334 5.325
C -1.986 3.130 3.892
C -1.395 2.195 3.146
N -0.837 1.371 2.487
C -2.954 3.934 3.195
N -3.745 4.529 2.603
F 0.177 1.614 7.934
C -0.477 3.941 9.474
C -0.739 5.139 10.199
N -0.900 6.091 10.839
C 0.244 2.974 10.232
N 0.830 2.236 10.904
N -2.892 -1.497 -1.036
C -3.224 -2.604 -1.221
N -3.456 -3.838 -1.518
C -4.304 -4.683 -0.987
N -5.007 -5.507 -0.562
N -4.363 -4.606 2.286
C -4.002 -4.554 3.587
O -4.501 -5.251 4.457
C -2.907 -3.576 3.900
C -2.056 -3.849 4.961
C -0.998 -2.996 5.217
C -0.832 -1.890 4.398
N -1.688 -1.566 3.431
C -2.704 -2.392 3.198
H -5.024 -5.291 1.959
H -3.804 -4.167 1.578
H -2.233 -4.734 5.560
H -0.312 -3.184 6.032
H 0.013 -1.219 4.527
H -3.409 -2.066 2.433
```